i | {"formula": "C6H9NO2", "method": "the ωB97M-V functional and the def2-TZVPD basis", "species": ["C", "C", "C", "O", "C", "C", "N", "C", "O", "H", "H", "H", "H", "H", "H", "H", "H", "H"], "coordinates": [[-1.078, 0.722, 2.633], [-0.234, 0.432, 1.693], [0.608, -0.058, 0.806], [1.951, -0.107, 1.033], [0.063, -0.255, -0.609], [1.145, -0.533, -1.649], [-0.919, -1.325, -0.612], [-0.569, 1.142, -0.805], [-1.757, 1.333, -0.868], [-1.546, -0.040, 3.239], [-1.362, 1.742, 2.842], [2.361, -0.701, 0.392], [0.696, -0.515, -2.640], [1.930, 0.221, -1.618], [1.568, -1.525, -1.493], [-1.432, -1.304, -1.490], [-1.599, -1.172, 0.125], [0.174, 1.943, -0.979]], "mulliken_charge": [-0.82, -0.07, 0.10, -0.53, 1.70, -2.14, -0.71, -0.22, -0.47, 0.26, 0.25, 0.36, 0.46, 0.46, 0.44, 0.27, 0.30, 0.36], "molar_mass_g_mol": 127.14, "multiplicity": 1, "smiles": "C=C=C(O)[C@@](C)(N)C=O", "e_lumo_ha": 0.0217, "orbital_gap_ev": 9.45, "e_homo_ha": -0.3254}

ii | {"formula": "C6H9NO2", "method": "the ωB97M-V functional and the def2-TZVPD basis", "species": ["C", "C", "C", "C", "C", "O", "N", "C", "O", "H", "H", "H", "H", "H", "H", "H", "H", "H"], "coordinates": [[0.909, 2.348, -0.378], [1.348, 1.300, 0.314], [0.377, 0.257, 0.759], [-0.484, -0.488, -0.283], [-1.880, -0.937, 0.194], [-2.794, 0.073, -0.304], [0.613, -1.116, 0.356], [1.733, -1.573, -0.348], [2.866, -1.095, -0.160], [-0.168, 2.484, -0.630], [1.594, 3.152, -0.522], [2.332, 1.163, 0.659], [-0.020, 0.318, 1.746], [-0.367, -0.274, -1.337], [-2.127, -1.953, -0.300], [-1.825, -1.034, 1.308], [-3.686, -0.146, -0.068], [1.580, -2.479, -1.006]], "mulliken_charge": [-0.76, -0.50, -0.17, 0.03, -0.53, -0.51, -0.23, 0.16, -0.53, 0.26, 0.30, 0.42, 0.36, 0.54, 0.26, 0.28, 0.30, 0.33], "molar_mass_g_mol": 127.14, "multiplicity": 1, "smiles": "C=C[C@H]1[C@H](CO)N1C=O", "e_lumo_ha": 0.0273, "orbital_gap_ev": 10.38, "e_homo_ha": -0.3540}

Stability order, top to bottom: i, ii

i | {"formula": "C3H4P2", "method": "the ωB97M-V functional and the def2-TZVPD basis", "species": ["C", "C", "P", "P", "C", "H", "H", "H", "H"], "coordinates": [[0.004, -1.863, 1.289], [-0.352, -0.941, 0.426], [0.192, -0.065, -0.984], [-0.504, 1.258, -2.425], [0.197, 1.793, -0.725], [-0.869, -1.919, 1.961], [0.678, -2.735, 1.263], [-0.447, 2.239, -0.076], [1.100, 2.232, -0.729]], "mulliken_charge": [-0.44, -0.04, 0.00, -0.04, -0.72, 0.22, 0.29, 0.37, 0.35], "molar_mass_g_mol": 102.01, "multiplicity": 1, "smiles": "C=C=P1=PC1", "e_lumo_ha": [-0.0264, -0.0426], "orbital_gap_ev": [7.14, 6.50], "e_homo_ha": [-0.2886, -0.2815]}

ii | {"formula": "C3H4P2", "method": "the ωB97M-V functional and the def2-TZVPD basis", "species": ["C", "C", "P", "C", "P", "H", "H", "H", "H"], "coordinates": [[-2.295, 0.490, 0.395], [-1.420, 0.068, -0.444], [0.185, -0.434, 0.071], [1.679, -0.075, -0.648], [3.093, 0.410, 0.081], [-3.300, 0.832, 0.094], [-2.300, 0.397, 1.426], [0.349, -1.959, 0.055], [4.009, 0.270, -1.029]], "mulliken_charge": [-0.54, -0.04, 0.07, -0.05, -0.07, 0.23, 0.27, 0.10, 0.03], "molar_mass_g_mol": 102.01, "multiplicity": 1, "smiles": "C=C=[PH]=C=P", "e_lumo_ha": [-0.0358, -0.0358], "orbital_gap_ev": [7.23, 6.90], "e_homo_ha": [-0.3017, -0.2893]}

iii | {"formula": "C3H4P2", "method": "the ωB97M-V functional and the def2-TZVPD basis", "species": ["C", "C", "C", "P", "P", "H", "H", "H", "H"], "coordinates": [[0.510, 1.174, 0.881], [0.078, -0.054, 0.587], [-0.317, -0.446, -0.875], [0.352, -1.946, -1.585], [-1.517, -1.892, -0.881], [0.646, 1.521, 1.939], [0.533, 2.069, 0.177], [0.132, -0.925, 1.129], [-0.418, 0.498, -1.372]], "mulliken_charge": [-0.74, -0.15, -0.27, -0.06, -0.04, 0.23, 0.21, 0.36, 0.45], "molar_mass_g_mol": 102.01, "multiplicity": 1, "e_lumo_ha": -0.0350, "orbital_gap_ev": 7.96, "e_homo_ha": -0.3273}

iv | {"formula": "C3H4P2", "method": "the ωB97M-V functional and the def2-TZVPD basis", "species": ["C", "C", "C", "P", "P", "H", "H", "H", "H"], "coordinates": [[1.304, -0.225, -0.134], [-0.125, -0.394, 0.385], [-1.375, 0.326, -0.011], [2.994, -0.691, 0.331], [2.507, 0.829, -0.884], [-0.275, -1.401, 0.792], [-1.588, -0.089, -0.956], [-1.181, 1.505, -0.110], [-2.262, 0.141, 0.585]], "mulliken_charge": [0.00, -0.08, -0.86, -0.05, -0.07, 0.27, 0.25, 0.23, 0.31], "molar_mass_g_mol": 102.01, "multiplicity": 1, "e_lumo_ha": -0.0360, "orbital_gap_ev": 6.49, "e_homo_ha": -0.2746}

Stability order, top to bottom: iii, iv, i, ii

i | {"formula": "C3H4P2", "method": "the ωB97M-V functional and the def2-TZVPD basis", "species": ["C", "C", "C", "P", "P", "H", "H", "H", "H"], "coordinates": [[0.586, -0.684, 1.337], [-0.690, 0.073, -0.746], [0.466, 0.204, 0.354], [0.879, 1.818, -0.687], [-0.593, 1.571, -2.194], [-0.095, -1.421, 1.382], [1.499, -0.802, 1.948], [-0.389, -0.954, -1.081], [-1.663, 0.194, -0.312]], "mulliken_charge": [-0.58, -0.78, 0.08, -0.02, 0.00, 0.38, 0.25, 0.32, 0.36], "molar_mass_g_mol": 102.01, "multiplicity": 1, "e_lumo_ha": -0.0453, "orbital_gap_ev": 6.83, "e_homo_ha": -0.2965}

ii | {"formula": "C3H4P2", "method": "the ωB97M-V functional and the def2-TZVPD basis", "species": ["C", "C", "C", "P", "P", "H", "H", "H", "H"], "coordinates": [[0.909, -0.460, -0.582], [-0.955, 0.431, 0.561], [0.235, -0.420, 0.728], [0.682, 0.205, -2.069], [-1.608, 1.320, -0.659], [-0.044, -1.428, 1.056], [0.911, -0.005, 1.483], [1.842, -0.370, -2.606], [-2.694, 1.791, 0.097]], "mulliken_charge": [-0.12, -0.12, 0.02, -0.16, -0.16, 0.23, 0.23, 0.04, 0.04], "molar_mass_g_mol": 102.01, "multiplicity": 1, "e_lumo_ha": [-0.0207, -0.0199], "orbital_gap_ev": [7.95, 7.98], "e_homo_ha": [-0.3130, -0.3132]}

Stability order, top to bottom: i, ii

i | {"formula": "C5H6", "method": "the ωB97M-V functional and the def2-TZVPD basis", "species": ["C", "C", "C", "C", "C", "H", "H", "H", "H", "H", "H"], "coordinates": [[1.734, -0.086, -0.405], [0.529, 0.738, -0.460], [-0.782, 0.282, -0.201], [-1.418, -0.755, 0.453], [-2.483, 0.184, 0.178], [2.395, -0.697, -0.972], [1.404, -0.735, 0.372], [2.423, 0.499, 0.278], [0.527, 1.700, -0.969], [-0.913, -1.650, 1.055], [-3.417, 0.519, 0.669]], "mulliken_charge": [-0.90, -0.20, 0.15, -0.11, -0.57, 0.33, 0.17, 0.26, 0.31, 0.27, 0.29], "molar_mass_g_mol": 66.10, "multiplicity": 1, "smiles": "CC=C1C=C1", "e_lumo_ha": 0.0145, "orbital_gap_ev": 8.28, "e_homo_ha": -0.2898}

ii | {"formula": "C5H6", "method": "the ωB97M-V functional and the def2-TZVPD basis", "species": ["C", "C", "C", "C", "C", "H", "H", "H", "H", "H", "H"], "coordinates": [[1.420, 0.278, 0.181], [1.546, 0.149, -1.122], [0.088, 0.365, -0.830], [-0.929, -0.628, -0.402], [-0.370, -0.030, 0.850], [1.908, 0.667, 1.062], [-0.318, 1.349, -1.081], [-1.958, -0.379, -0.651], [-0.671, -1.671, -0.579], [-0.899, 0.827, 1.261], [0.027, -0.704, 1.600]], "mulliken_charge": [0.02, -0.87, 0.18, -0.50, -0.59, 0.35, 0.27, 0.26, 0.27, 0.29, 0.33], "molar_mass_g_mol": 66.10, "multiplicity": 1, "e_lumo_ha": 0.0310, "orbital_gap_ev": 9.40, "e_homo_ha": -0.3145}

iii | {"formula": "C5H6", "method": "the ωB97M-V functional and the def2-TZVPD basis", "species": ["C", "C", "C", "H", "H", "H", "H", "C", "C", "H", "H"], "coordinates": [[-3.087, 0.109, -0.689], [-1.907, 0.377, -0.299], [-0.666, 0.623, -0.139], [-3.277, -0.830, -1.231], [-3.965, 0.613, -0.491], [-0.167, 0.160, 0.696], [-0.269, 1.041, -1.173], [3.879, -0.248, 0.820], [2.798, -0.702, 0.954], [4.779, 0.122, 0.409], [1.883, -1.265, 1.143]], "mulliken_charge": [-0.66, 0.29, -0.60, 0.21, 0.29, 0.22, 0.24, -0.24, -0.48, 0.36, 0.37], "molar_mass_g_mol": 66.10, "multiplicity": 1, "smiles": "C=C=C.C#C", "e_lumo_ha": 0.0359, "orbital_gap_ev": 10.92, "e_homo_ha": -0.3654}

iv | {"formula": "C5H6", "method": "the ωB97M-V functional and the def2-TZVPD basis", "species": ["C", "C", "C", "C", "C", "H", "H", "H", "H", "H", "H"], "coordinates": [[1.754, 0.919, 1.433], [0.926, 0.197, 0.461], [-0.452, 0.059, -0.394], [-1.427, 0.488, -1.138], [-1.334, -0.987, -0.890], [2.488, 0.235, 1.809], [1.627, 1.897, 1.659], [1.433, -0.803, 0.434], [-2.180, 1.133, -1.454], [-1.975, -1.451, -0.181], [-0.859, -1.687, -1.739]], "mulliken_charge": [-0.67, -0.20, 0.28, -0.32, -0.54, 0.23, 0.33, 0.14, 0.37, 0.23, 0.15], "molar_mass_g_mol": 66.10, "multiplicity": 1, "smiles": "C=CC1=CC1", "e_lumo_ha": 0.0175, "orbital_gap_ev": 9.41, "e_homo_ha": -0.3285}

Stability order, top to bottom: iii, iv, ii, i